Entry 1
Here is a 2-piece molecular cluster, C3H6N2O overall from the OMol25 dataset. Energies are from the ωB97M-V functional and the def2-TZVPD basis.

Atoms and positions in Å:
C: -0.770 -0.918 -0.343
C: 0.633 -0.455 -0.205
C: -1.880 -0.085 0.325
N: 2.652 0.360 0.163
N: 1.427 0.562 -0.158
O: 0.249 -1.472 0.500
H: -0.955 -1.515 -1.265
H: 1.539 2.351 -1.024
H: -2.086 -0.668 1.178
H: -2.587 -0.068 -0.457
H: -1.330 0.846 0.513
H: 3.107 1.062 0.774

Properties
Kohn-Sham gap (alpha / beta): 8.52 / 8.73 eV
Total charge: 0

***

Entry 2
Here is a single C3H6N2O molecule from the OMol25 dataset. Energies are from the ωB97M-V functional and the def2-TZVPD basis.

Atoms and positions in Å:
N: 1.889 -0.055 0.009
C: 0.888 0.832 0.257
O: 1.043 2.035 0.358
C: -0.482 0.216 0.438
C: -1.381 -0.094 -0.694
N: -0.682 -1.163 0.017
H: 2.854 0.244 0.050
H: 1.679 -1.037 -0.063
H: -0.978 0.558 1.348
H: -1.062 0.087 -1.716
H: -2.452 0.023 -0.534
H: -1.303 -1.651 0.655

Properties
Structure (SMILES): NC(=O)[C@H]1CN1
Kohn-Sham gap: 10.69 eV
Total charge: 0

***

Verdict on stability: entry 1 comes out at the bottom.

***

Entry 1
Here is a single C3H6N2O molecule from the OMol25 dataset. Energies are from the ωB97M-V functional and the def2-TZVPD basis.

Atoms and positions in Å:
N: 1.766 0.269 -0.518
C: 0.956 0.689 0.502
O: 1.372 1.250 1.503
C: -0.519 0.394 0.357
C: -1.229 -0.421 -0.675
N: -0.846 -1.013 0.582
H: 2.746 0.250 -0.279
H: 1.467 -0.429 -1.186
H: -1.128 1.148 0.855
H: -0.717 -0.859 -1.528
H: -2.271 -0.156 -0.861
H: -1.598 -1.121 1.249

Properties
Structure (SMILES): NC(=O)[C@H]1CN1
Kohn-Sham gap: 10.62 eV
Total charge: 0

***

Entry 2
Here is a single C3H6N2O molecule from the OMol25 dataset. Energies are from the ωB97M-V functional and the def2-TZVPD basis.

Atoms and positions in Å:
C: 0.421 -1.443 -0.304
C: -0.401 0.513 -1.207
C: -0.995 0.980 0.057
N: 0.111 -0.651 -1.356
N: 1.314 -0.030 1.217
O: 1.019 -1.291 0.816
H: 0.579 -2.528 -0.527
H: -0.502 1.154 -2.040
H: -0.150 0.979 0.740
H: -1.865 0.496 0.430
H: -1.287 1.989 0.060
H: 1.756 -0.171 2.114

Properties
Kohn-Sham gap (alpha / beta): 7.85 / 7.87 eV
Total charge: 0

***

Verdict on stability: entry 2 comes out at the bottom.

***

Entry 1
Here is C3H6N2O as an isolated structure from the OMol25 dataset. Energies are from the ωB97M-V functional and the def2-TZVPD basis.

Atoms and positions in Å:
C: -1.566 0.785 0.972
C: -0.077 0.098 -0.124
N: -0.964 0.755 -0.808
N: 1.019 -0.485 -0.731
C: 1.967 -1.174 -0.004
O: 2.931 -1.722 -0.483
H: -2.208 1.645 0.779
H: -0.942 0.961 1.845
H: -2.133 -0.135 1.061
H: -0.913 0.871 -1.838
H: 1.156 -0.440 -1.744
H: 1.730 -1.159 1.074

Properties
Kohn-Sham gap: 8.52 eV
Total charge: 0

***

Entry 2
Here is a single C3H6N2O molecule from the OMol25 dataset. Energies are from the ωB97M-V functional and the def2-TZVPD basis.

Atoms and positions in Å:
N: -1.091 1.560 -0.455
C: -0.098 1.139 0.371
O: 0.457 1.793 1.225
N: 0.242 -0.225 0.161
C: 1.305 -0.856 0.694
C: -0.212 -1.131 -0.759
H: -1.283 1.037 -1.296
H: -1.324 2.539 -0.424
H: 2.275 -0.365 0.738
H: 1.151 -1.815 1.167
H: 0.468 -1.488 -1.519
H: -1.242 -1.483 -0.723

Properties
Kohn-Sham gap (alpha / beta): 8.20 / 8.37 eV
Total charge: 0

***

Verdict on stability: entry 1 comes out at the bottom.